C32H82Br8N6O6 | the ωB97M-V functional and the def2-TZVPD basis

Structure (XYZ):
```
134
Properties=species:S:1:pos:R:3:forces:R:3:lowdin_charge:R:1
C -1.6408 3.8124 -3.4895 -0.9 -0.7 0.3 -0.1078
O -1.3923 4.2312 -2.1488 -0.2 1.1 -0.7 -0.2161
C -2.3068 5.2680 -1.7170 0.1 -1.7 -0.2 -0.1789
C -3.5329 4.5896 -1.1811 -1.7 -1.4 -0.3 -0.4635
C -4.5196 5.5958 -0.6193 0.3 -0.7 0.6 -0.0524
N -3.4228 3.4107 -0.2935 0.4 1.1 0.0 0.0735
H -1.7484 4.6597 -4.2136 0.3 -0.5 0.6 0.0991
H -2.6108 3.2148 -3.5184 1.1 0.5 -0.2 0.1016
H -0.7883 3.1586 -3.7362 -0.5 0.3 -0.2 0.0322
H -1.8038 5.8201 -0.9797 0.9 1.0 1.0 0.1134
H -2.6625 5.8986 -2.5383 0.5 0.1 -0.1 0.1275
H -3.9108 4.1368 -2.0924 -0.8 0.0 -0.3 0.1172
H -4.5101 6.4032 -1.3165 -0.3 1.0 -0.2 0.0619
H -4.0965 5.8890 0.3547 -0.4 0.4 -0.2 0.0867
H -5.5570 5.2496 -0.4591 0.7 -0.1 -0.2 0.0899
H -2.6033 2.9254 -0.5862 0.6 -0.9 -0.7 0.0321
H -3.1029 3.7262 0.6048 -0.2 0.3 0.9 0.0640
C -0.0820 1.0093 1.3757 -0.8 -2.1 1.5 -0.0685
O -1.2828 0.3044 1.7938 1.4 0.3 0.7 -0.2285
C -0.9692 -0.6927 2.8253 -0.9 -0.1 -1.5 -0.1647
C -0.8109 -2.0042 2.0543 0.1 -1.6 1.6 -0.4284
C -2.1448 -2.4425 1.4828 -0.5 0.0 -0.9 -0.0836
N -0.3891 -3.0637 3.0537 1.4 0.6 -0.4 0.0391
H 0.7092 0.2781 1.1948 0.2 0.0 -0.1 0.0784
H 0.2064 1.6325 2.2024 0.4 0.7 0.1 0.0879
H -0.2909 1.4996 0.4738 -0.3 1.1 -1.1 0.0500
H -0.1011 -0.5026 3.4704 -0.1 0.5 -0.4 0.1181
H -1.8873 -0.7376 3.4295 0.5 -0.2 0.0 0.1029
H -0.0695 -1.9490 1.2391 -0.1 0.5 0.2 0.1136
H -1.9631 -3.3154 0.7927 -0.5 0.8 0.5 0.0913
H -2.6336 -1.5897 0.9470 0.5 -0.8 0.1 0.0576
H -2.8728 -2.7217 2.2660 0.6 0.0 -0.2 0.0864
H -0.4796 -3.9821 2.6410 -0.5 -0.2 -0.2 0.0532
H 0.6509 -3.0491 3.1945 -1.0 0.4 0.0 0.0402
C -8.3009 0.9026 5.2491 1.1 0.9 -0.9 -0.0720
O -7.0574 1.3765 4.6291 -0.6 -1.2 0.2 -0.1958
C -6.1759 0.2967 4.2395 -0.1 -1.1 1.2 -0.2074
C -5.4691 0.6119 2.9563 -0.8 -0.7 -2.1 -0.4392
C -6.0966 0.1001 1.5860 -0.1 2.1 0.8 -0.0358
N -4.1390 0.0689 2.9626 0.5 0.1 2.1 0.0360
H -8.4383 1.3487 6.2324 0.2 0.1 0.0 0.0775
H -8.2110 -0.1606 5.3426 -0.4 -0.6 0.2 0.0583
H -9.1538 1.1737 4.6099 0.3 -0.1 0.1 0.0854
H -5.3272 0.1752 4.9816 -1.1 0.1 -0.2 0.1292
H -6.7347 -0.6894 4.2021 0.6 1.0 0.0 0.1315
H -5.5660 1.6990 2.9586 0.5 0.4 -0.5 0.1286
H -6.9649 0.7791 1.4437 0.3 -0.6 -0.4 0.0786
H -6.4105 -0.9280 1.4790 0.0 -0.4 0.6 0.0616
H -5.3365 0.2988 0.8032 -0.6 0.1 0.3 0.0596
H -3.6019 0.4688 3.7524 -0.2 -0.3 -0.9 0.0872
H -3.6479 0.2041 2.1056 0.4 0.4 -0.4 0.0352
C 3.8135 1.2072 2.4477 1.4 -2.6 -0.2 -0.1042
O 3.2958 0.3348 3.4346 0.3 0.1 0.1 -0.1834
C 3.5797 -1.0161 3.1881 -0.5 -1.1 -0.5 -0.2143
C 2.9595 -1.8852 4.3494 1.7 0.1 -1.3 -0.3912
C 3.8396 -1.6497 5.5734 -0.8 -0.9 0.7 -0.0696
N 2.8883 -3.3022 3.9108 0.2 1.0 -0.8 0.0423
H 3.4143 0.9312 1.4825 -0.4 0.1 -0.5 0.0723
H 4.9253 1.1191 2.3442 -0.6 0.1 0.3 0.1077
H 3.5619 2.1659 2.7234 -0.6 2.2 0.5 0.0580
H 3.2802 -1.3042 2.1455 -0.6 0.1 0.7 0.1260
H 4.6606 -1.2439 3.1264 0.0 0.4 0.5 0.1204
H 1.9696 -1.5395 4.6202 -0.4 0.1 -0.4 0.1176
H 3.3502 -2.2190 6.3999 0.4 0.8 -0.1 0.0879
H 3.9281 -0.5816 5.7632 -0.1 -0.1 0.3 0.0774
H 4.8320 -2.0784 5.4958 0.3 -0.1 -0.4 0.0721
H 3.7365 -3.6121 3.4205 -0.3 0.4 0.3 0.0611
H 2.7617 -3.9007 4.6942 -0.1 -0.5 0.7 0.0652
C 6.4092 -3.5373 1.0707 0.2 3.3 1.7 -0.1093
O 5.1245 -3.9185 1.4836 0.9 -0.3 1.4 -0.2129
C 4.3291 -4.3331 0.4351 1.2 -1.3 -1.3 -0.2459
C 3.1695 -5.1605 0.9657 -0.3 1.0 -1.0 -0.4468
C 3.6870 -6.4735 1.4467 -0.1 -0.2 -0.3 -0.0605
N 2.1205 -5.3407 -0.0709 0.3 0.3 0.0 0.0455
H 6.8677 -4.1094 0.2989 -0.1 -0.5 -1.0 0.0724
H 7.1253 -3.5574 1.9102 -0.6 -0.3 0.0 0.0888
H 6.3447 -2.3998 0.8681 0.4 -1.6 -0.5 0.1149
H 4.1116 -3.4849 -0.1994 -0.8 0.4 -0.3 0.1151
H 5.0156 -4.9905 -0.1928 -1.1 0.3 0.2 0.1316
H 2.7549 -4.6134 1.8260 -0.3 -0.1 -0.5 0.1124
H 4.2274 -6.2997 2.3678 0.1 -0.4 0.3 0.0776
H 4.3813 -6.8581 0.6911 -0.2 -0.4 0.2 0.0838
H 2.8154 -7.1167 1.5588 0.3 -0.3 0.3 0.0844
H 1.8446 -4.4093 -0.3725 -0.2 -0.1 0.0 0.0467
H 2.4733 -5.7919 -0.9281 0.1 0.1 0.7 0.0803
C 1.5213 6.6885 2.0808 -0.7 0.3 -0.1 -0.1346
O 1.5224 5.4176 1.4719 1.5 0.0 -0.7 -0.1905
C 2.8279 5.1035 0.9094 0.0 0.6 1.0 -0.2199
C 2.7058 3.8759 0.0345 -0.6 0.2 1.1 -0.4603
C 4.1219 3.3435 -0.3431 -2.7 -1.4 1.5 -0.0406
N 1.9828 4.2904 -1.1406 0.6 -0.5 -1.4 0.0533
H 2.0369 6.7244 3.0440 0.6 -0.1 -0.2 0.0832
H 0.4923 6.8561 2.3604 -0.5 0.3 -0.1 0.0751
H 1.8329 7.5113 1.3948 0.0 -0.6 0.4 0.0994
H 3.2274 5.9304 0.2949 -0.4 -0.1 0.1 0.1266
H 3.5512 4.9888 1.7435 -0.3 -0.2 -0.1 0.1230
H 2.0568 3.1690 0.6704 1.3 0.3 -0.9 0.1427
H 3.8895 2.3356 -0.8010 1.1 1.1 0.2 0.0974
H 4.6138 3.2616 0.6289 0.4 -0.5 -0.3 0.0595
H 4.6348 4.0536 -0.9418 0.4 0.4 -0.9 0.0677
H 2.3233 3.7566 -1.9503 -0.6 0.4 0.4 0.0056
H 0.9875 4.1817 -1.0697 -0.4 0.0 0.0 0.0525
Br -4.8796 -2.9417 -5.5260 0.4 -0.1 0.0 0.6252
C -3.0818 -3.5161 -4.9806 -0.2 1.1 -0.9 -0.6871
C -3.1262 -4.9151 -4.5421 -0.4 -0.6 -0.3 -0.7653
Br -1.5060 -5.5128 -3.7905 1.2 -0.2 0.6 0.7115
H -2.7621 -2.8259 -4.2390 -0.1 0.4 1.2 0.0058
H -2.4026 -3.2809 -5.7827 0.0 -0.4 -0.7 0.0565
H -3.3648 -5.6457 -5.2783 0.0 -0.1 -1.1 0.0486
H -3.8905 -5.0599 -3.8378 -0.8 0.1 1.3 0.0356
Br 1.5126 -1.1632 -6.0556 0.0 -0.1 0.2 0.6315
C 2.3744 -2.8200 -5.4723 -0.8 0.3 -0.2 -0.7231
C 1.5350 -3.9748 -5.9187 0.5 -0.9 0.0 -0.6595
Br 2.6045 -5.5549 -5.3781 -0.4 0.0 -0.1 0.5964
H 2.4905 -2.8281 -4.3990 -0.3 0.3 0.2 -0.0072
H 3.3455 -2.7932 -5.8941 0.8 -0.1 -0.6 0.0349
H 1.3610 -4.1103 -6.9864 0.2 0.4 0.1 0.0603
H 0.5938 -4.0309 -5.3917 -0.1 -0.1 0.2 0.0002
Br 0.2940 3.2069 -8.6675 0.1 -0.3 0.0 0.6314
C 1.1190 2.2140 -7.2006 0.9 0.7 0.6 -0.7063
C 1.2564 3.2384 -6.0561 0.1 -0.3 -0.7 -0.7003
Br 1.8951 2.3971 -4.4203 0.0 0.0 -0.2 0.6511
H 2.1338 1.8855 -7.5140 -1.0 -0.1 0.1 0.0666
H 0.4459 1.3982 -6.9222 0.3 0.2 -0.2 0.0123
H 0.2844 3.6489 -5.8527 -0.3 0.2 0.3 0.0168
H 1.9342 4.0555 -6.3261 -0.1 -0.4 0.2 0.0617
Br 1.4248 -1.3294 -2.2258 0.6 0.5 0.0 0.6721
C -0.4461 -1.3562 -1.8336 -1.3 -0.3 0.0 -0.6872
C -1.2439 -0.1160 -2.1811 0.7 1.3 1.0 -0.6665
Br -3.1765 -0.3546 -2.1107 0.3 -0.3 -0.1 0.6534
H -0.5101 -1.6519 -0.7965 -0.3 0.0 0.1 0.0191
H -0.8400 -2.1261 -2.4755 -0.1 -0.6 0.1 0.0261
H -0.9668 0.2214 -3.1637 -0.2 0.1 -0.5 0.0383
H -1.0840 0.7324 -1.4876 0.2 -0.6 -0.3 0.0391
```
Forces are in eV/Å.

Properties
Molar mass (g/mol): 1286.28
HOMO energy (eV): -8.72
Energy relative to the best compared isomer or geometry (same formula, charge and spin) (kJ/mol): 194.2
E_LUMO (eV): 0.18
Orbital gap (eV): 8.90
Total charge: 0
SMILES string: COC[C@H](C)N.COC[C@H](C)N.COC[C@H](C)N.COC[C@H](C)N.COC[C@H](C)N.COC[C@H](C)N.BrCCBr.BrCCBr.BrCCBr.BrCCBr

---

C28H36N2O6 | the ωB97M-V functional and the def2-TZVPD basis

Structure (XYZ):
```
72
Properties=species:S:1:pos:R:3:forces:R:3:lowdin_charge:R:1
C 6.7487 1.8327 4.2249 0.1 0.1 -0.1 -0.1826
C 5.6194 0.8213 4.3790 0.4 -0.3 0.0 -0.1335
N 4.9484 0.5793 3.1030 -0.6 0.0 -0.3 -0.1034
C 3.7308 -0.1163 3.1927 0.0 0.0 0.0 -0.2002
C 3.5462 -1.3919 2.6158 0.1 0.1 0.1 0.0072
C 2.3766 -2.0910 2.8564 -0.5 0.2 0.1 0.0155
C 1.2611 -1.4622 3.4771 0.7 0.3 0.3 -0.1992
C 0.0185 -2.1532 3.5867 0.3 -0.5 -0.7 0.1012
C -1.2356 -1.5200 3.3880 -1.0 0.7 0.1 -0.1850
C -1.3652 -0.2825 2.6797 0.1 -0.4 0.3 -0.0039
C -2.6021 0.3088 2.4866 -0.2 -0.1 0.1 0.0001
C -3.7498 -0.2453 3.0899 0.1 -0.1 0.3 -0.2111
N -5.0041 0.3901 3.0473 0.2 -0.5 -0.3 -0.1098
C -5.4616 0.9158 4.3320 0.1 0.4 -0.1 -0.1378
C -6.9289 1.3218 4.2637 -0.1 0.0 -0.1 -0.1834
O -7.2319 2.0919 3.0994 0.3 -0.6 0.0 -0.1388
C -6.8222 1.4559 1.8862 0.0 0.3 0.1 -0.1835
C -5.3165 1.2189 1.8846 0.0 0.1 0.5 -0.1543
C -3.6385 -1.4673 3.7978 0.0 0.3 -0.2 0.0062
C -2.4297 -2.1204 3.8839 0.4 0.1 -0.1 0.0191
C 1.4338 -0.1305 3.9667 0.1 -0.3 -0.1 0.0008
C 2.6622 0.4934 3.8945 0.0 -0.3 -0.1 0.0048
C 5.8363 0.2755 1.9861 0.2 -0.1 0.4 -0.1561
C 6.8486 1.4099 1.8728 0.3 -0.1 0.2 -0.1814
O 7.5789 1.5721 3.0924 -0.6 0.0 -0.1 -0.1386
H 6.3127 2.8490 4.1780 0.3 -0.2 -0.1 0.1277
H 7.4322 1.7488 5.0820 -0.4 0.2 -0.2 0.1305
H 6.0457 -0.1239 4.7759 -0.2 0.2 -0.1 0.1404
H 4.8821 1.1973 5.0937 0.2 -0.1 0.0 0.1203
H 4.3513 -1.8554 2.0400 -0.3 0.1 0.3 0.1122
H 2.2649 -3.1212 2.5134 0.1 0.3 0.1 0.1272
H 0.0338 -3.2429 3.6645 0.0 0.4 -0.3 0.1026
H -0.4787 0.2011 2.2669 -0.3 -0.2 0.1 0.1177
H -2.6859 1.2436 1.9273 0.1 -0.4 0.2 0.1118
H -5.3238 0.1384 5.0900 0.0 0.2 0.0 0.1227
H -4.8612 1.8029 4.6232 -0.1 -0.3 -0.1 0.1361
H -7.5488 0.4053 4.3143 0.0 0.4 -0.1 0.1288
H -7.1607 1.9932 5.1037 0.0 -0.4 -0.2 0.1300
H -7.3358 0.4849 1.7350 0.1 0.4 0.1 0.1319
H -7.1013 2.1697 1.0978 0.1 -0.4 0.1 0.1287
H -4.7828 2.1867 1.9254 -0.2 -0.1 -0.1 0.1269
H -5.0259 0.6807 0.9755 0.0 0.1 0.2 0.1342
H -4.5313 -1.8901 4.2586 0.2 0.0 -0.2 0.1205
H -2.3592 -3.0897 4.3760 0.0 0.3 0.1 0.1105
H 0.5907 0.3861 4.4278 0.3 -0.3 0.0 0.1277
H 2.8287 1.4780 4.3385 -0.2 -0.3 -0.2 0.1209
H 6.3650 -0.6822 2.1437 0.0 0.2 -0.1 0.1308
H 5.2461 0.2163 1.0660 0.1 0.0 0.1 0.1324
H 7.6183 1.1642 1.1258 -0.4 0.2 0.1 0.1293
H 6.3142 2.3388 1.5869 0.3 -0.3 0.2 0.1310
H -0.6447 -4.9310 5.0015 0.1 0.0 0.2 0.1116
C -0.0793 -4.2572 5.6371 0.2 0.5 0.1 0.0048
C 1.3488 -4.2558 5.5369 -0.2 0.4 0.1 -0.5447
O 2.1688 -3.5314 6.0803 -0.3 -0.5 -0.2 0.0671
O 1.7412 -5.2126 4.6178 0.8 -0.2 0.0 -0.0619
C 3.1474 -5.5253 4.6961 -0.2 0.2 -0.1 -0.2517
C 3.4487 -6.6174 3.7002 -0.1 -0.2 0.0 -0.0839
C -0.7502 -3.6686 6.7557 0.4 0.2 0.0 -0.5172
O -0.2956 -3.0281 7.6907 -0.3 -0.3 -0.5 0.0664
O -2.1068 -3.9351 6.6736 -0.3 0.1 0.6 -0.0702
C -2.7935 -3.5703 7.8831 0.0 0.1 -0.1 -0.2532
C -4.2394 -3.9942 7.7898 -0.1 -0.2 0.0 -0.0813
H 3.7357 -4.6227 4.4787 -0.1 -0.2 0.2 0.1118
H 3.3758 -5.8694 5.7159 0.0 0.3 -0.2 0.1293
H 4.5278 -6.7782 3.6649 0.0 0.0 0.0 0.0732
H 2.9824 -7.5597 4.0067 0.0 0.1 -0.1 0.0771
H 3.1031 -6.3625 2.6928 0.0 0.0 0.2 0.0732
H -2.3115 -4.0784 8.7301 0.0 0.3 -0.2 0.1264
H -2.7152 -2.4840 8.0311 0.1 -0.3 0.0 0.1214
H -4.7821 -3.5614 8.6328 0.0 0.0 0.0 0.0735
H -4.7180 -3.6618 6.8622 0.1 0.0 0.1 0.0667
H -4.3280 -5.0829 7.8691 0.0 0.1 -0.2 0.0764
```
Forces are in eV/Å.

Properties
Molar mass (g/mol): 496.60
HOMO energy (eV): -6.79
Energy relative to the best compared isomer or geometry (same formula, charge and spin) (kJ/mol): 108.2
E_LUMO (eV): -1.96
Orbital gap (eV): 4.83
Total charge: 0

---

C3MgO3Tl | the ωB97M-V functional and the def2-TZVPD basis

Structure (XYZ):
```
8
Properties=species:S:1:pos:R:3:forces:R:3:lowdin_charge:R:1
C 1.1863 -0.4540 -0.6020 -0.3 0.2 -1.1 0.0504
C 2.5097 -0.5408 -0.4026 1.9 -0.1 0.0 0.0653
O 3.6342 -0.7031 -0.3381 -1.5 0.2 0.0 0.4240
O 0.0621 -0.7752 0.3485 -1.4 -2.8 2.5 -0.0712
C 0.0395 0.3095 -0.5357 1.4 3.0 -1.0 -0.3548
O -0.6059 1.2903 -0.6353 0.4 -1.7 -0.2 -0.0057
Mg -0.8388 -2.3337 1.2111 0.3 0.2 -0.2 1.7110
Tl -2.7053 2.7150 -0.0483 -0.8 1.0 0.0 1.1809
```
Forces are in eV/Å.

Properties
Molar mass (g/mol): 312.72
HOMO energy (eV): -22.09
E_LUMO (eV): -15.96
Orbital gap (eV): 6.13
Total charge: +3

---

C5H5N | the ωB97M-V functional and the def2-TZVPD basis

Structure (XYZ):
```
11
Properties=species:S:1:pos:R:3:forces:R:3:lowdin_charge:R:1
C -0.7636 0.4103 3.2535 -1.9 -0.5 3.5 0.0247
C -0.1512 0.4939 2.2095 2.5 1.0 -6.6 -0.1904
C -0.5792 -0.7484 -0.5547 0.6 0.3 0.6 -0.2754
C 0.4721 0.9932 0.8318 -0.4 1.5 2.2 -0.2364
C 0.5837 -0.2941 0.1921 1.3 -2.2 2.0 -0.0365
N -0.5729 -1.7401 -1.3482 -1.0 0.0 -1.4 0.1077
H -1.3730 -0.0567 -0.2703 -0.8 -0.2 -0.8 0.1158
H -0.1232 1.7401 0.2438 0.3 -0.6 1.0 0.1287
H 1.4312 1.4180 1.1495 -0.2 0.0 -0.5 0.1092
H 1.4834 -0.9090 0.5937 -1.7 0.7 -1.4 0.1599
H -1.4460 -1.8192 -1.9657 1.3 0.2 1.6 0.0927
```
Forces are in eV/Å.

Properties
Molar mass (g/mol): 79.10
HOMO energy (spin up / spin down) (eV): -10.33 / -9.16
Energy relative to the best compared isomer or geometry (same formula, charge and spin) (kJ/mol): 725.8
E_LUMO (spin up / spin down) (eV): -1.74 / -2.73
Orbital gap (spin up / spin down) (eV): 8.60 / 6.43
Total charge: 0